1.
The following is a DFT calculation (wB97M-V/def2-TZVPD) of a molecular structure, C15H31FeNO2P2 at a distorted geometry.

Last column: Mulliken charge in e.
Cartesian coordinates (Å):
C -1.620 3.314 1.493  -1.314
H -1.068 -0.566 -4.442  0.318
H 0.979 2.145 -1.693  0.571
P -0.067 2.598 1.926  1.580
H -0.901 -4.561 2.254  0.415
H 2.645 -2.206 1.844  0.435
C 0.551 -1.562 -2.378  -0.427
H -1.396 -2.179 -1.820  0.443
H -1.450 1.999 -1.136  0.012
H 2.451 -0.609 -2.581  0.342
O -0.176 2.176 3.445  -0.587
H 0.850 4.732 1.175  0.386
H -0.300 -0.951 3.525  0.174
C -1.022 1.416 -1.979  0.085
C 1.988 -3.047 1.607  -1.491
H -0.727 -2.674 4.073  0.336
Fe -1.013 -0.485 0.812  -0.115
H 0.376 -0.571 -0.498  -1.025
H -1.801 -3.415 1.135  0.265
H -2.971 0.629 -2.414  0.338
H -0.450 -4.446 0.478  0.318
H 1.700 4.102 2.631  0.359
C 0.623 1.140 0.922  0.073
H -2.384 2.559 1.618  0.348
O -2.000 1.011 4.230  -0.551
H -1.652 3.660 0.470  0.476
P 0.254 -2.452 1.786  1.078
H 2.209 -3.852 2.314  0.417
H 0.517 1.728 -0.028  -0.819
C 0.321 1.421 -2.200  -0.095
H -2.196 1.322 -3.801  0.326
H 2.241 -3.406 0.599  0.347
C -0.787 -1.494 -2.430  -0.131
C -0.825 -3.899 1.372  -1.190
H 1.024 -2.317 -1.728  0.231
H -1.829 4.135 2.167  0.420
H 1.661 1.315 1.390  0.230
H 1.840 -0.700 0.532  0.946
C -1.989 0.713 -2.908  -0.954
H 1.914 1.447 -3.502  0.386
H 0.970 -2.103 3.905  0.360
C -1.559 -0.676 -3.454  -0.856
H 1.783 -1.037 -4.132  0.366
C 1.221 3.825 1.676  -1.293
C 1.013 0.812 -3.392  -1.104
C -0.040 -2.021 3.489  -0.986
H 2.017 3.441 1.010  0.391
C 1.502 -0.650 -3.144  -0.565
C 0.811 -0.316 0.453  -0.047
H -2.483 -1.242 -3.668  0.444
N -1.238 0.919 3.366  -0.013
H 0.482 0.873 -4.368  0.347

Properties
Multiplicity = 5
Gap between HOMO and LUMO (spin up / spin down) = 4.84 / 6.89 eV
LUMO level (spin up / spin down) = 0.54 / 0.42 eV
Highest occupied orbital energy (spin up / spin down) = -4.30 / -6.48 eV
Molecular weight = 375.211 g/mol
Charge = 0


2.
The following is a DFT calculation (wB97M-V/def2-TZVPD) of a molecular structure, C15H31IMnP2 at a distorted geometry.

Last column: Mulliken charge in e.
Cartesian coordinates (Å):
H 2.451 -1.230 -2.332  0.352
H 0.601 -0.697 0.182  -1.705
H 1.179 2.348 2.779  0.606
H -0.695 -1.492 5.634  0.437
H 2.016 -2.815 -1.626  0.408
H -0.788 -3.311 -3.230  0.442
H 0.046 -1.094 -4.327  0.606
H -2.516 1.274 1.130  0.695
H 0.420 -2.401 4.539  0.424
C -1.555 2.410 -2.131  -1.387
C -1.872 -0.740 1.537  -0.965
H 2.667 0.753 1.843  0.517
H 1.464 0.801 -3.629  0.474
C -0.312 -0.479 -3.490  -1.175
Mn 0.020 0.046 3.678  -0.037
H 0.905 3.687 -3.055  0.449
H -2.075 -1.284 0.600  0.328
H -1.405 -0.382 -3.576  0.466
H 2.158 -1.265 0.809  0.822
H -1.103 0.798 0.186  -1.236
H 1.071 -1.135 5.661  0.478
C 0.547 -1.411 2.190  -0.256
H -0.925 -3.601 -1.461  0.419
C -0.688 1.481 2.178  -0.171
C 1.216 3.159 -2.140  -1.267
H -0.030 1.555 -4.234  0.572
H 1.860 1.270 0.393  0.169
H -1.214 2.291 2.692  0.616
H -1.583 2.910 -3.107  0.465
C 1.678 0.754 1.356  -1.087
P 0.135 1.715 -1.798  0.985
H 1.179 3.851 -1.288  0.406
C 0.223 -1.433 5.029  -1.281
C 1.721 -2.051 -2.357  -1.382
H -2.300 1.602 -2.118  0.377
H 2.252 2.807 -2.266  0.417
H -1.271 -2.156 3.111  0.562
H -1.799 3.132 -1.342  0.413
C 1.251 -0.702 1.076  0.786
H -2.835 -0.766 2.074  0.507
H 1.708 -2.492 -3.362  0.452
H 1.157 -2.150 2.722  0.486
C 0.725 1.520 2.224  -0.225
C -1.550 0.739 1.196  0.314
C -1.042 -2.857 -2.260  -1.294
I -0.564 1.521 5.577  -0.051
C -0.859 -1.431 2.396  -0.273
H -2.088 -2.515 -2.282  0.404
C 0.378 0.887 -3.462  -1.228
P 0.039 -1.422 -1.918  1.169

Properties
Multiplicity = 4
Gap between HOMO and LUMO (spin up / spin down) = 5.70 / 5.10 eV
LUMO level (spin up / spin down) = -9.04 / -9.69 eV
Highest occupied orbital energy (spin up / spin down) = -14.73 / -14.79 eV
Molecular weight = 455.203 g/mol
Charge = +2